No. 1
DFT (wB97M-V/def2-TZVPD) results for a structure of composition C30H36IN5O2PdS.

Geometry as ORCA input:
```
! wB97M-V def2-TZVPD RIJCOSX def2/J DEFGRID3
* xyz -2 1
Pd 0.6860 -1.2132 2.8368
I 2.9723 -3.3421 3.8433
C 4.1879 -1.6536 3.4204
C 5.4660 -1.7926 3.8904
C 6.4389 -0.8122 3.6079
C 6.1011 0.2469 2.8215
C 4.7836 0.4015 2.3191
C 4.4969 1.4978 1.4761
C 3.2254 1.6705 1.0026
C 2.1972 0.7955 1.3924
C 2.3837 -0.3047 2.2300
C 3.7425 -0.5322 2.6533
H 5.7356 -2.6704 4.4625
H 7.4453 -0.9237 3.9965
H 6.8386 0.9994 2.5583
H 5.2998 2.1815 1.2179
H 2.9933 2.4932 0.3338
H 1.2032 1.0089 1.0156
C -2.5355 -1.7995 3.6442
C -3.4765 -2.5959 4.5832
N -2.7795 -3.7507 5.1623
C -1.6878 -3.2469 6.0043
C -0.7951 -2.2613 5.2093
N -1.1596 -2.2970 3.7804
C -1.1338 -3.6866 3.3027
C -2.1885 -4.5283 4.0671
H -2.5376 -0.7303 3.8553
H -2.8272 -1.9126 2.5994
H -4.3535 -2.9598 4.0404
H -3.8362 -1.9761 5.4092
H -1.1086 -4.1074 6.3506
H -2.1251 -2.7673 6.8850
H 0.2624 -2.5031 5.2988
H -0.9248 -1.2321 5.5462
H -0.1236 -4.0692 3.4461
H -1.3272 -3.6687 2.2291
H -1.7381 -5.4291 4.4931
H -3.0014 -4.8456 3.4077
C -6.1550 -0.3784 -1.5507
C -4.9977 0.6175 -1.6344
C -3.7481 0.1080 -0.9908
N -3.3569 0.4809 0.1794
N -2.1880 -0.1036 0.5797
C -1.6963 -0.8977 -0.3189
N -0.5613 -1.6572 -0.2075
S -2.7229 -1.0790 -1.7178
H -7.0692 0.0426 -1.9761
H -6.3485 -0.6445 -0.5106
H -5.9196 -1.2967 -2.0917
H -5.2577 1.5444 -1.1213
H -4.7947 0.8670 -2.6788
H 0.0612 -1.4617 0.6053
H -0.0429 -1.6091 -1.0766
C 1.7366 4.7425 -7.7333
C 1.3015 3.9149 -6.5504
C 2.0860 2.8707 -6.0783
C 1.6794 2.0781 -5.0079
C 2.5430 0.9485 -4.5151
C 0.4624 2.3430 -4.3795
C -0.3317 3.4001 -4.8299
C -1.6372 3.6966 -4.1413
C 0.0923 4.1652 -5.9115
C 0.0026 1.4830 -3.1941
O -0.3785 0.3289 -3.4946
O 0.0290 2.0362 -2.0848
H 2.8126 4.6581 -7.8962
H 1.4999 5.7989 -7.5882
H 1.2387 4.4208 -8.6531
H 3.0434 2.6676 -6.5526
H 3.4865 0.9060 -5.0633
H 2.0145 0.0001 -4.6191
H 2.7596 1.0665 -3.4512
H -1.4823 3.7731 -3.0649
H -2.3466 2.8792 -4.2970
H -2.0819 4.6194 -4.5201
H -0.5322 4.9870 -6.2554
*
```

Results
**HOMO energy**: -0.157 eV
**Gap between HOMO and LUMO**: 4.13 eV
**Relative energy (zero: lowest compared OMol25 entry of this formula, charge and spin)**: 0.000 eV



No. 2
DFT (wB97M-V/def2-TZVPD) results for a structure of composition C30H36MnN3PTe in a non-equilibrium geometry.

Geometry as ORCA input:
```
! wB97M-V def2-TZVPD RIJCOSX def2/J DEFGRID3
* xyz 0 6
Mn 0.4494 0.5676 -0.5259
C -6.5311 1.1632 2.3963
C -5.3923 1.1180 1.3542
C -4.7931 2.2860 0.8848
C -3.7108 2.3188 0.0074
C -2.9183 3.5141 -0.3656
C -3.2866 1.0868 -0.4919
Te -1.8671 1.0374 -2.1546
C -3.7634 -0.1726 -0.0319
C -3.3506 -1.5144 -0.6306
C -4.7692 -0.0813 0.9463
H -7.4516 1.5060 1.9274
H -6.3628 1.8927 3.2009
H -6.6361 0.1547 2.7530
H -5.1570 3.2851 1.2176
H -3.2104 4.4734 0.0951
H -2.9729 3.6433 -1.4375
H -1.8322 3.4547 -0.1940
H -2.2724 -1.7470 -0.4646
H -3.4331 -1.5082 -1.6982
H -3.9630 -2.3004 -0.1637
H -5.0783 -1.0113 1.4243
N 2.0635 0.2665 -1.2429
C 2.9336 -0.1908 -2.0488
C 2.6340 -0.4900 -3.4882
C 3.4149 -1.3325 -4.3314
C 2.8629 -1.8380 -5.5335
C 1.6247 -1.3660 -6.0010
C 0.9070 -0.4637 -5.1631
C 1.3606 -0.0778 -3.9265
C 4.2978 -0.5333 -1.4924
C 4.7960 -1.8406 -1.4569
C 6.0336 -2.0716 -0.8573
C 6.7392 -0.9822 -0.2734
C 6.2038 0.2833 -0.1930
C 4.9909 0.4858 -0.8669
H 4.4648 -1.5773 -3.9929
H 3.5219 -2.4682 -6.1285
H 1.1758 -1.7662 -6.8711
H -0.1266 -0.1830 -5.4230
H 0.6959 0.5265 -3.3329
H 4.2012 -2.6667 -1.8930
H 6.3703 -3.1034 -0.7569
H 7.6942 -1.1779 0.2099
H 6.6779 1.0587 0.4510
H 4.5140 1.5201 -0.9081
N 0.3267 3.5090 0.2361
N 0.8556 2.2524 0.6425
H 0.8681 3.9707 -0.5430
H 0.2409 4.1392 1.0432
H 0.4903 2.0434 1.5773
H 1.8775 2.2639 0.7607
C 2.3035 -0.5975 2.1349
P 0.6721 -0.7866 1.3585
C 0.7455 -2.6135 0.9214
C -0.5582 -0.8249 2.6280
C -0.6011 0.2481 3.4937
C -1.6592 0.4015 4.3792
C -2.7173 -0.4877 4.3542
C -2.6871 -1.6087 3.5193
C -1.6506 -1.7685 2.6022
H 2.2601 0.4521 2.4367
H 2.9818 -0.7518 1.2992
H 2.4400 -1.2082 3.0133
H 0.6217 -3.1834 1.8265
H 1.6850 -2.8257 0.4300
H -0.1037 -2.7257 0.2893
H 0.1844 0.9891 3.5488
H -1.6181 1.1849 5.1261
H -3.6225 -0.3372 5.0285
H -3.5169 -2.3804 3.5155
H -1.5678 -2.5328 1.8500
*
```

Results
**HOMO energy (spin up / spin down)**: -6.452 / -6.544 eV
**Gap between HOMO and LUMO (spin up / spin down)**: 6.49 / 6.56 eV



No. 3
DFT (wB97M-V/def2-TZVPD) results for a structure of composition C30H36MoN3O5S4.

Geometry as ORCA input:
```
! wB97M-V def2-TZVPD RIJCOSX def2/J DEFGRID3
* xyz 3 1
Mo -1.2117 0.4033 0.5108
S -1.6425 -1.7880 -0.2809
C -0.1810 -2.3114 -1.0291
N -0.0249 -3.5060 -1.5049
C 1.2576 -3.9150 -2.1072
C 1.8346 -2.7612 -2.8727
N 1.9067 -1.5783 -1.9922
C 3.0994 -0.7062 -2.2111
C 4.3530 -1.4619 -1.8625
C 4.5788 -1.8639 -0.5475
C 5.7291 -2.5645 -0.2262
C 6.6601 -2.8599 -1.2160
C 6.4414 -2.4548 -2.5241
C 5.2845 -1.7593 -2.8505
C 0.9716 -1.3435 -1.1318
S 0.9947 0.0697 -0.1200
C -1.0771 -4.5636 -1.4841
C -1.4550 -4.9307 -2.8938
C -1.2315 -6.2201 -3.3612
C -1.5832 -6.5552 -4.6623
C -2.1464 -5.6005 -5.4955
C -2.3691 -4.3090 -5.0303
C -2.0281 -3.9745 -3.7304
H 1.0497 -4.7486 -2.7749
H 1.9189 -4.2491 -1.3038
H 1.2239 -2.4958 -3.7397
H 2.8486 -2.9843 -3.1978
H 2.9719 0.1953 -1.6184
H 3.0749 -0.4355 -3.2680
H 3.8677 -1.6111 0.2333
H 5.9121 -2.8690 0.7951
H 7.5624 -3.3991 -0.9623
H 7.1714 -2.6744 -3.2909
H 5.1205 -1.4333 -3.8712
H -1.9173 -4.1903 -0.9054
H -0.6368 -5.4110 -0.9556
H -0.7997 -6.9704 -2.7092
H -1.4200 -7.5620 -5.0212
H -2.4215 -5.8629 -6.5077
H -2.8225 -3.5719 -5.6789
H -2.2295 -2.9728 -3.3629
C -0.3747 0.4461 4.8006
S -1.1167 -0.8028 3.7762
C -2.8215 -0.7085 4.2766
O -1.1223 -0.1533 2.3440
H -0.9437 1.3690 4.7259
H 0.6566 0.5672 4.4735
H -0.3844 0.0419 5.8148
H -2.8535 -1.0225 5.3216
H -3.3821 -1.4186 3.6717
H -3.1736 0.3138 4.1578
C 0.7229 8.0164 4.4514
C 0.0364 6.8184 3.8770
C 0.0607 6.5842 2.4965
C -0.5519 5.4795 1.9473
C -1.2072 4.5900 2.8007
C -1.2482 4.7915 4.1798
C -0.6256 5.9092 4.7038
S -1.9828 3.1960 2.1536
O -2.5218 2.3500 3.1877
O -1.0468 2.4612 1.2508
N -3.1066 3.8129 1.1612
C -3.8667 2.9440 0.2539
C -3.3988 3.0779 -1.1895
C -1.9871 2.6223 -1.3863
O -1.0468 3.1940 -1.7909
O -1.8243 1.2448 -0.9714
H 0.6382 8.8754 3.7879
H 1.7871 7.8065 4.5806
H 0.3150 8.2808 5.4245
H 0.5647 7.2888 1.8479
H -0.5281 5.3090 0.8785
H -1.7837 4.1045 4.8200
H -0.6650 6.0898 5.7698
H -3.6178 4.5752 1.5910
H -4.9162 3.2262 0.3158
H -3.8291 1.9042 0.6016
H -3.4348 4.1204 -1.5038
H -4.0555 2.4950 -1.8393
*
```

Results
**HOMO energy**: -15.878 eV
**Gap between HOMO and LUMO**: 6.12 eV
**Relative energy (zero: lowest compared OMol25 entry of this formula, charge and spin)**: 0.099 eV



No. 4
DFT (wB97M-V/def2-TZVPD) results for a structure of composition C30H36N12O4P2Pd.

Geometry as ORCA input:
```
! wB97M-V def2-TZVPD RIJCOSX def2/J DEFGRID3
* xyz -2 1
Pd -0.5054 -0.4903 0.5958
N -1.4642 2.9554 -0.7736
C -2.5777 2.4092 -0.1362
N -3.8035 2.7395 -0.5309
N -4.6017 2.0757 0.3298
N -3.8781 1.3970 1.1666
N -2.5621 1.5887 0.9029
C -0.1397 2.5810 -0.7073
N 0.8018 3.3191 -1.2987
N 1.9438 2.6563 -1.0497
N 1.7007 1.5994 -0.3435
N 0.3692 1.5090 -0.1119
H -1.6705 3.6504 -1.4664
C -0.3248 -4.7143 -1.1790
C -0.4897 -3.2680 -1.5967
O -1.8408 -2.8643 -1.3789
P -2.0864 -1.4145 -0.6175
O -3.5274 -1.7920 0.0359
C -3.6846 -1.7012 1.4567
C -3.6183 -3.0874 2.0638
O -2.6070 -0.5061 -1.8665
C -3.8332 -0.6864 -2.5682
C -3.6011 -1.4536 -3.8584
H 0.6581 -5.0834 -1.4836
H -1.0937 -5.3380 -1.6409
H -0.4095 -4.8039 -0.0947
H -0.2518 -3.1427 -2.6605
H 0.1906 -2.6322 -1.0193
H -4.6439 -1.2179 1.6341
H -2.9165 -1.0421 1.8695
H -4.3681 -3.7438 1.6158
H -3.7902 -3.0294 3.1423
H -2.6344 -3.5266 1.8909
H -4.2146 0.3172 -2.7678
H -4.5578 -1.1924 -1.9305
H -2.8726 -0.9339 -4.4845
H -4.5365 -1.5475 -4.4185
H -3.2169 -2.4505 -3.6407
O 2.6076 -1.7474 -0.9656
P 3.0427 -1.3319 -2.3182
C 1.9776 -0.2037 -3.2210
C 2.4458 0.5296 -4.3126
C 1.5946 1.4036 -4.9684
C 0.2864 1.5638 -4.5227
C -0.1752 0.8502 -3.4287
C 0.6708 -0.0402 -2.7811
C 3.2470 -2.7993 -3.3862
C 3.0308 -2.8061 -4.7603
C 3.1844 -3.9790 -5.4887
C 3.5508 -5.1535 -4.8477
C 3.7555 -5.1576 -3.4742
C 3.5998 -3.9864 -2.7465
C 4.6542 -0.4995 -2.3304
C 4.7239 0.7025 -1.6215
C 5.9211 1.3998 -1.5750
C 7.0468 0.9068 -2.2250
C 6.9794 -0.2882 -2.9259
C 5.7810 -0.9911 -2.9794
H 3.4800 0.4432 -4.6289
H 1.9601 1.9866 -5.8054
H -0.3649 2.2775 -5.0130
H -1.1774 0.9874 -3.0415
H 0.3296 -0.5589 -1.8923
H 2.7223 -1.8965 -5.2605
H 3.0032 -3.9763 -6.5567
H 3.6615 -6.0696 -5.4156
H 4.0220 -6.0767 -2.9667
H 3.7191 -3.9804 -1.6695
H 3.8390 1.0917 -1.1239
H 5.9657 2.3371 -1.0349
H 7.9791 1.4586 -2.1870
H 7.8557 -0.6737 -3.4336
H 5.7265 -1.9228 -3.5307
N -1.6835 -1.4533 5.3186
C -0.8148 -1.1242 4.2475
C -0.4601 -2.0376 3.2970
N 0.4137 -1.7552 2.2906
C 0.8895 -0.4855 2.2756
C 0.4227 0.4621 3.2233
N -0.3894 0.1601 4.2049
H -1.4283 -2.3152 5.7763
H -1.6951 -0.6914 5.9826
H -0.8648 -3.0430 3.3189
H 1.7535 -0.2707 1.6529
H 0.7530 1.4923 3.1416
*
```

Results
**HOMO energy**: -1.243 eV
**Gap between HOMO and LUMO**: 5.16 eV
**Relative energy (zero: lowest compared OMol25 entry of this formula, charge and spin)**: 2.150 eV



No. 5
DFT (wB97M-V/def2-TZVPD) results for a cluster of 2 separate species, C30H36N2O3 in total in a non-equilibrium geometry.

Geometry as ORCA input:
```
! wB97M-V def2-TZVPD RIJCOSX def2/J DEFGRID3
* xyz 0 1
C 0.3849 -5.4093 -3.1756
N -0.0102 -4.0930 -2.7275
C -1.3038 -3.6653 -2.8255
O -2.2287 -4.3053 -3.3190
C -1.3692 -2.2665 -2.2150
C -2.3078 -2.1865 -1.0089
C -3.7438 -2.5168 -1.3437
C -4.3891 -3.5708 -0.6889
C -5.6653 -3.9620 -1.0981
C -6.3224 -3.2458 -2.1073
C -5.7102 -2.1312 -2.6953
C -4.4204 -1.7587 -2.3040
N 0.0263 -1.9966 -1.8794
C 0.3751 -0.8271 -1.3084
C 1.6836 -0.4965 -0.9826
C 2.0957 0.6866 -0.3811
C 3.4818 0.9611 -0.1249
C 3.8932 2.2009 0.4178
C 5.2309 2.5154 0.5931
C 6.2247 1.5709 0.2934
C 5.8497 0.3081 -0.1862
C 4.5102 0.0046 -0.4019
C 0.9336 -3.1285 -2.1750
C 1.5929 -3.7007 -0.9127
C 2.0007 -2.7920 -3.2275
H -0.4994 -5.9478 -3.5257
H 1.1119 -5.3479 -3.9961
H 0.8421 -5.9742 -2.3532
H -1.7074 -1.5612 -2.9942
H -1.9331 -2.8730 -0.2335
H -2.2439 -1.1681 -0.5969
H -3.8626 -4.0999 0.1098
H -6.1371 -4.8317 -0.6357
H -7.3193 -3.5502 -2.4279
H -6.2244 -1.5561 -3.4683
H -3.9222 -0.8945 -2.7533
H -0.4352 -0.1157 -1.1133
H 2.4430 -1.2379 -1.2200
H 1.3517 1.4500 -0.1545
H 3.1259 2.9062 0.7329
H 5.4972 3.4969 0.9804
H 7.2769 1.8051 0.4610
H 6.6085 -0.4508 -0.3875
H 4.2570 -0.9899 -0.7743
H 0.8217 -4.0860 -0.2318
H 2.2660 -4.5184 -1.2021
H 2.1758 -2.9430 -0.3857
H 1.5140 -2.5749 -4.1877
H 2.6007 -1.9273 -2.9412
H 2.6701 -3.6549 -3.3421
C -1.4151 6.2463 4.2700
C -0.7782 4.9346 3.8215
C -0.4902 4.0906 5.0715
C -1.7087 4.1800 2.8582
C -1.0784 2.9102 2.2408
O -1.7931 1.9480 1.9329
C 0.3474 2.9234 2.0545
C 1.1834 4.0131 2.4377
O 2.4207 4.0252 2.3104
C 0.5134 5.2483 3.0599
H -1.6367 6.8865 3.4079
H -2.3435 6.0570 4.8208
H -0.7276 6.7832 4.9357
H -0.0401 3.1223 4.8316
H 0.1855 4.6396 5.7400
H -1.4265 3.9163 5.6173
H -2.6396 3.9158 3.3785
H -1.9696 4.8656 2.0355
H 0.8064 2.0429 1.6220
H 0.2734 5.9547 2.2464
H 1.2265 5.7465 3.7321
*
```

Results
**HOMO energy**: -6.191 eV
**Gap between HOMO and LUMO**: 3.88 eV
**Relative energy (zero: lowest compared OMol25 entry of this formula, charge and spin)**: 2.123 eV



No. 6
DFT (wB97M-V/def2-TZVPD) results for a structure of composition C30H36N3O3PbS2Se2 in a non-equilibrium geometry.

Geometry as ORCA input:
```
! wB97M-V def2-TZVPD RIJCOSX def2/J DEFGRID3
* xyz -1 1
Pb 0.2985 -5.3466 18.8336
C -1.8712 -8.4730 17.8676
C -1.5329 -8.2208 19.3244
N -2.1648 -7.3202 19.9841
N -1.8260 -7.3408 21.3509
C -1.3238 -6.2615 21.7898
S -0.9775 -4.6949 21.0694
S -0.8195 -6.3112 23.5036
C -2.1705 -7.4226 24.1178
C -3.5685 -7.0281 23.7111
C -3.8429 -5.6361 23.6541
C -5.1012 -5.2810 23.1492
C -6.1161 -6.2121 22.8191
C -5.7722 -7.5539 22.9112
C -4.5238 -7.9744 23.3280
C -0.4223 -9.0257 19.9090
C -0.4474 -10.3728 20.1320
C 0.5965 -11.0378 20.6994
C 1.7927 -10.3569 20.9883
C 1.8545 -8.9857 20.7266
C 0.7599 -8.3083 20.2047
O 0.8733 -7.0220 20.0499
H -2.2173 -9.5315 17.7545
H -0.9880 -8.4171 17.2591
H -2.6073 -7.8261 17.4181
H -2.0028 -7.3767 25.1863
H -1.9451 -8.4296 23.7721
H -3.0758 -4.9299 23.8870
H -5.2937 -4.2139 23.0781
H -7.1130 -5.9863 22.5698
H -6.4152 -8.3168 22.5290
H -4.2374 -9.0241 23.2973
H -1.3140 -10.9205 19.7834
H 0.5793 -12.0742 21.0169
H 2.6225 -10.8168 21.5237
H 2.7423 -8.4391 20.9703
O 2.3863 -3.7235 14.1483
C 3.4625 -3.2770 15.0023
C 3.2843 -3.9224 16.3567
C 4.5513 -3.5622 17.1033
O 4.8963 -4.4020 18.2700
C 3.0021 -5.4014 16.0036
Se 2.4292 -6.5413 17.5291
C 2.1109 -3.1829 16.9681
Se 1.7529 -3.2461 18.8859
H 2.4648 -3.2006 13.3761
H 3.4626 -2.1659 15.0508
H 4.4336 -3.5265 14.5480
H 4.5144 -2.5398 17.4250
H 5.4367 -3.7194 16.4634
H 4.1488 -4.3066 18.8559
H 3.8040 -5.9287 15.4972
H 2.1829 -5.4541 15.3068
H 1.1845 -3.3788 16.3605
H 2.2178 -2.1269 16.7475
C -3.2360 -2.6059 18.4218
N -4.1460 -3.7573 18.5535
C -4.8483 -3.7089 19.8111
C -3.4657 -5.0520 18.4126
C -2.6247 -5.1661 17.1698
C -3.3535 -5.1759 15.9518
C -2.7096 -5.4376 14.7540
C -1.3492 -5.7297 14.7349
C -0.6014 -5.5786 15.9258
C -1.2392 -5.2969 17.1346
H -3.8386 -1.6838 18.5002
H -2.8009 -2.6614 17.4602
H -2.3984 -2.5770 19.1750
H -5.3089 -2.6904 19.9190
H -4.1841 -3.9806 20.6374
H -5.6112 -4.4396 19.9056
H -4.3053 -5.7823 18.3063
H -2.9615 -5.3445 19.3310
H -4.4360 -5.1032 15.9136
H -3.2568 -5.4357 13.8299
H -0.8152 -6.0742 13.8560
H 0.4472 -5.8988 15.9550
*
```

Results
**HOMO energy**: -4.661 eV
**Gap between HOMO and LUMO**: 6.80 eV
**Relative energy (zero: lowest compared OMol25 entry of this formula, charge and spin)**: 1.841 eV



no.,M (g/mol),energy (eV)
1,764.042,-65655.545
2,652.151,-84064.409
3,742.842,-91575.371
4,797.066,-79826.060
5,472.629,-40815.423
6,915.890,-199916.747